Formula: C4H10O2
Source: the Open Molecules 2025 dataset
Level of theory: ωB97M-V/def2-TZVPD

energy relative to the best compared isomer or geometry (same formula, charge and spin)	1.941	eV
orbital gap	11.02	eV
structure (SMILES)	OCCO.C=C

Each atom is followed by the atoms it is bonded to, with distances in Å.
Cartesian coordinates (Å):
1 O 1.63 0.25 -0.33  C2 1.408, H5 0.967
2 C 0.56 1.15 -0.52  O1 1.408, C3 1.522, H6 1.102, H7 1.094
3 C -0.49 0.65 -1.50  C2 1.522, O4 1.411, H8 1.104, H9 1.103
4 O 0.00 0.81 -2.81  C3 1.411, H10 0.964
5 H 1.30 -0.44 0.27  O1 0.967
6 H 0.07 1.40 0.43  C2 1.102
7 H 0.99 2.07 -0.93  C2 1.094
8 H -1.42 1.22 -1.34  C3 1.104
9 H -0.71 -0.41 -1.28  C3 1.103
10 H -0.67 0.48 -3.42  O4 0.964
11 C 0.27 -1.02 2.34  C12 1.330, H13 1.087, H14 1.088
12 C -0.68 -1.37 1.47  C11 1.330, H15 1.087, H16 1.088
13 H 1.09 -1.69 2.58  C11 1.087
14 H 0.25 -0.06 2.84  C11 1.088
15 H -0.67 -2.33 0.96  C12 1.087
16 H -1.51 -0.70 1.23  C12 1.088

---

Formula: C4H10O2
Source: the Open Molecules 2025 dataset
Level of theory: ωB97M-V/def2-TZVPD

energy relative to the best compared isomer or geometry (same formula, charge and spin)	0.286	eV
orbital gap	10.83	eV
structure (SMILES)	CCC(C)=O.O

Each atom is followed by the atoms it is bonded to, with distances in Å.
Cartesian coordinates (Å):
1 C -1.03 -1.36 -0.81  C2 1.534, H6 1.092, H7 1.094, H8 1.094
2 C 0.16 -0.41 -0.64  C1 1.534, C3 1.511, H9 1.092, H10 1.096
3 C -0.15 0.61 0.43  C2 1.511, C4 1.508, O5 1.220
4 C -1.08 1.75 0.09  C3 1.508, H11 1.093, H12 1.091, H13 1.096
5 O 0.31 0.52 1.56  C3 1.220
6 H -0.75 -2.23 -1.40  C1 1.092
7 H -1.38 -1.73 0.16  C1 1.094
8 H -1.88 -0.88 -1.30  C1 1.094
9 H 1.06 -0.95 -0.35  C2 1.092
10 H 0.36 0.10 -1.59  C2 1.096
11 H -1.76 1.50 -0.73  C4 1.093
12 H -1.64 2.05 0.98  C4 1.091
13 H -0.47 2.60 -0.22  C4 1.096
14 O 2.93 -0.35 0.96  H15 0.973, H16 0.962
15 H 2.09 -0.09 1.38  O14 0.973
16 H 3.22 -1.11 1.47  O14 0.962

---

Formula: C4H10O2
Source: the Open Molecules 2025 dataset
Level of theory: ωB97M-V/def2-TZVPD

energy relative to the best compared isomer or geometry (same formula, charge and spin)	4.511	eV
orbital gap	8.48	eV

Each atom is followed by the atoms it is bonded to, with distances in Å.
Cartesian coordinates (Å):
1 C 1.78 -0.78 0.85  C2 1.530, H7 1.097, H8 1.096, H9 1.096
2 C 0.48 -0.12 1.32  C1 1.530, C3 1.500, H10 1.100, H11 1.106
3 C 0.02 1.16 0.67  C2 1.500, H12 1.111
4 O -0.19 0.58 -1.21  C5 1.430, H13 0.971
5 C -1.37 -0.23 -1.23  O4 1.430, O6 1.386, H14 1.093, H15 1.096
6 O -2.09 -0.02 -2.40  C5 1.386, H16 0.966
7 H 2.04 -1.65 1.47  C1 1.097
8 H 1.68 -1.13 -0.19  C1 1.096
9 H 2.61 -0.07 0.88  C1 1.096
10 H -0.34 -0.85 1.37  C2 1.100
11 H 0.60 0.24 2.36  C2 1.106
12 H 0.96 1.69 0.39  C3 1.111
13 H -0.50 1.48 -1.42  O4 0.971
14 H -2.01 0.07 -0.40  C5 1.093
15 H -1.02 -1.25 -1.11  C5 1.096
16 H -1.58 -0.39 -3.14  O6 0.966

---

- Which formula does entry 3 have?
  C4H10O2

---

- What is the orbital gap in the third record?
  8.48 eV

---

- Which value of orbital gap does entry 2 give?
  10.83 eV